The following is a DFT calculation (the ωB97M-V functional and the def2-TZVPD basis) of C30H30HfN4O7S2 as an isolated structure in a non-equilibrium geometry.

Computed properties:
Charge   0
Energy relative to the best compared isomer or geometry (same formula, charge and spin)   21.8 kcal/mol
Molecular weight   801.215 Da
E_HOMO   -0.316 Eh
DFT total energy   -2751.50913 Ha

Each line ends with the Löwdin charge.
Cartesian coordinates (Å):
Hf: -0.365 0.295 -0.347  1.563
C: 0.729 -1.412 4.649  -0.058
O: 1.579 -1.110 3.550  -0.113
C: 1.683 -2.070 2.575  -0.226
C: 2.289 -3.280 2.846  0.003
C: 2.446 -4.243 1.851  -0.071
C: 1.997 -3.968 0.581  -0.037
C: 1.389 -2.743 0.279  -0.138
C: 0.982 -2.506 -1.084  -0.032
N: 0.426 -1.413 -1.449  -0.104
N: 0.099 -1.230 -2.785  0.100
C: 0.074 0.050 -3.030  -0.431
O: 0.440 0.924 -2.121  -0.189
C: -0.370 0.519 -4.355  -0.140
C: -0.618 1.875 -4.543  -0.006
C: -1.069 2.337 -5.769  -0.068
C: -1.271 1.443 -6.811  -0.083
C: -1.027 0.088 -6.625  -0.078
C: -0.582 -0.378 -5.400  -0.024
C: 1.224 -1.759 1.280  -0.247
O: 0.685 -0.576 1.044  -0.213
H: 0.713 -2.481 4.864  0.090
H: -0.291 -1.070 4.449  0.083
H: 1.111 -0.876 5.516  0.093
H: 2.655 -3.466 3.848  0.125
H: 2.928 -5.184 2.075  0.106
H: 2.107 -4.700 -0.210  0.114
H: 1.178 -3.267 -1.838  0.142
H: -0.483 2.553 -3.712  0.103
H: -1.268 3.391 -5.910  0.105
H: -1.629 1.801 -7.768  0.102
H: -1.188 -0.605 -7.440  0.103
H: -0.394 -1.430 -5.240  0.108
C: -0.307 2.704 3.707  -0.037
C: 0.559 2.480 2.500  -0.265
C: 1.761 1.796 2.595  -0.013
C: 2.532 1.529 1.472  -0.271
C: 3.800 0.726 1.584  -0.027
C: 2.119 2.020 0.237  -0.051
C: 0.986 2.842 0.130  -0.325
C: 0.804 3.734 -1.070  -0.040
C: 0.175 2.991 1.258  -0.066
H: 0.093 2.182 4.576  0.075
H: -1.319 2.344 3.514  0.052
H: -0.377 3.766 3.947  0.087
H: 2.080 1.414 3.556  0.117
H: 3.844 -0.042 0.809  0.085
H: 3.860 0.234 2.554  0.077
H: 4.674 1.369 1.467  0.086
H: 2.759 1.888 -0.630  0.134
H: 0.736 3.161 -1.990  0.051
H: 1.670 4.393 -1.149  0.093
H: -0.094 4.339 -0.970  0.086
H: -0.716 3.601 1.183  0.125
N: -4.461 -2.600 -2.342  0.191
C: -4.615 -3.424 -1.275  -0.504
O: -5.406 -4.346 -1.239  0.063
C: -3.707 -3.090 -0.129  -0.112
C: -4.155 -3.146 1.182  0.017
C: -3.303 -2.735 2.192  -0.040
C: -2.057 -2.244 1.843  -0.168
N: -1.597 -2.222 0.593  0.037
C: -2.405 -2.677 -0.361  -0.098
H: -5.072 -2.724 -3.131  0.116
H: -3.928 -1.747 -2.271  0.089
H: -5.160 -3.489 1.393  0.128
H: -3.608 -2.753 3.229  0.109
H: -1.385 -1.846 2.595  0.093
H: -2.006 -2.685 -1.370  0.113
O: -2.183 -0.115 -1.323  -0.500
S: -2.736 1.189 -0.739  0.124
O: -1.632 2.130 -1.045  -0.453
O: -4.043 1.505 -1.208  -0.297
S: -2.474 0.901 1.213  0.440

=====

The following is a DFT calculation (the ωB97M-V functional and the def2-TZVPD basis) of a 7-piece molecular cluster, C24H66N4O11 overall in a non-equilibrium geometry.

Computed properties:
Charge   0
Energy relative to the best compared isomer or geometry (same formula, charge and spin)   52.8 kcal/mol
Molecular weight   586.809 Da
E_HOMO   -0.299 Eh
DFT total energy   -2000.47014 Ha

Each line ends with the Löwdin charge.
Cartesian coordinates (Å):
C: 1.847 -7.525 -2.977  -0.111
O: 1.278 -6.547 -2.139  -0.197
C: 0.471 -7.117 -1.120  -0.232
C: -0.256 -6.054 -0.353  -0.179
N: -1.205 -5.283 -1.175  -0.072
C: -2.385 -6.053 -1.600  -0.185
C: -3.255 -5.148 -2.461  -0.236
O: -2.576 -4.797 -3.646  -0.184
C: -3.326 -3.865 -4.403  -0.108
H: 2.513 -6.978 -3.648  0.091
H: 1.069 -8.065 -3.523  0.091
H: 2.523 -8.201 -2.437  0.088
H: 1.139 -7.662 -0.434  0.124
H: -0.164 -7.896 -1.552  0.113
H: 0.385 -5.391 0.232  0.102
H: -0.870 -6.481 0.450  0.126
H: -0.740 -5.025 -2.044  0.103
H: -2.955 -6.380 -0.728  0.125
H: -2.125 -6.969 -2.139  0.114
H: -3.487 -4.243 -1.890  0.121
H: -4.211 -5.674 -2.583  0.125
H: -4.167 -4.375 -4.889  0.089
H: -2.653 -3.514 -5.190  0.088
H: -3.669 -3.005 -3.821  0.088
C: 0.869 1.233 0.608  -0.091
O: 1.114 2.525 1.130  -0.207
C: 0.866 3.589 0.229  -0.230
C: 1.283 4.825 0.995  -0.207
N: 1.021 6.063 0.278  -0.041
C: 1.305 7.222 1.115  -0.216
C: 1.078 8.518 0.353  -0.229
O: 1.868 9.513 0.972  -0.189
C: 1.619 10.811 0.518  -0.134
H: 1.307 0.442 1.211  0.070
H: 1.466 1.151 -0.314  0.090
H: -0.187 1.135 0.348  0.068
H: -0.209 3.614 0.001  0.106
H: 1.408 3.429 -0.707  0.129
H: 2.361 4.749 1.155  0.134
H: 0.810 4.826 1.982  0.063
H: 0.075 6.152 -0.076  0.110
H: 2.365 7.247 1.381  0.126
H: 0.800 7.232 2.093  0.113
H: 0.024 8.808 0.282  0.121
H: 1.484 8.312 -0.647  0.125
H: 0.562 11.085 0.632  0.085
H: 1.895 10.987 -0.530  0.087
H: 2.211 11.506 1.115  0.085
C: 0.271 4.356 4.218  -0.105
O: -0.091 5.326 3.286  -0.248
C: -1.412 5.190 2.803  -0.186
C: -1.741 3.894 2.042  -0.197
N: -2.345 2.901 2.925  -0.037
C: -2.649 1.696 2.157  -0.215
C: -3.117 0.546 3.030  -0.215
O: -2.152 0.013 3.912  -0.186
C: -1.046 -0.608 3.305  -0.105
H: 1.269 4.537 4.612  0.099
H: 0.245 3.330 3.839  0.085
H: -0.364 4.332 5.116  0.099
H: -1.652 6.085 2.225  0.120
H: -2.092 5.291 3.663  0.126
H: -0.752 3.561 1.696  0.077
H: -2.469 4.139 1.271  0.128
H: -1.724 2.650 3.683  0.092
H: -1.781 1.392 1.552  0.087
H: -3.434 1.848 1.410  0.123
H: -3.373 -0.298 2.365  0.122
H: -4.060 0.752 3.536  0.124
H: -0.600 -1.251 4.063  0.091
H: -0.346 0.154 2.956  0.071
H: -1.280 -1.301 2.489  0.074
C: 3.949 -1.010 0.638  -0.096
O: 2.855 -1.296 -0.202  -0.237
C: 3.030 -2.419 -1.041  -0.219
C: 1.777 -2.693 -1.840  -0.203
N: 1.637 -1.734 -2.938  -0.042
C: 0.366 -1.814 -3.637  -0.190
C: -0.704 -0.931 -2.989  -0.199
O: -0.166 0.390 -2.913  -0.190
C: -1.146 1.338 -2.608  -0.130
H: 4.782 -0.599 0.063  0.096
H: 4.241 -1.872 1.247  0.091
H: 3.644 -0.228 1.336  0.087
H: 3.247 -3.314 -0.436  0.121
H: 3.905 -2.294 -1.691  0.132
H: 0.890 -2.676 -1.194  0.102
H: 1.847 -3.738 -2.153  0.114
H: 1.756 -0.830 -2.494  0.096
H: 0.004 -2.843 -3.566  0.109
H: 0.463 -1.545 -4.689  0.113
H: -0.906 -1.280 -1.969  0.113
H: -1.634 -0.927 -3.565  0.112
H: -1.431 1.410 -1.551  0.072
H: -2.083 1.139 -3.147  0.084
H: -0.860 2.340 -2.933  0.089
O: 0.907 -2.666 1.413  -0.054
H: 1.435 -3.316 1.903  0.020
H: 1.551 -2.009 1.089  0.023
O: -1.807 -2.844 0.174  -0.114
H: -1.652 -3.606 -0.444  -0.008
H: -0.972 -2.729 0.653  -0.028
O: 2.221 -5.234 2.284  -0.044
H: 3.168 -5.412 2.327  0.052
H: 1.805 -6.017 2.665  0.053

=====

- Look up the molecular weight of the first one.
  801.215 Da

=====

- Number 2 is which compound?
  C24H66N4O11

=====

- Which of these has the highest energy relative to the best compared isomer or geometry (same formula, charge and spin)?
  C24H66N4O11